ORCA calculation (ωB97M-V/def2-TZVPD) on 11 unconnected molecules or ions with the total composition C49H68N11O.

The energy above the lowest of the compared OMol25 structures with the same formula, charge and spin is 43.3 kJ/mol. Its total charge is +1. Its spin multiplicity is 1.

Structure (XYZ):
```
129
Properties=species:S:1:pos:R:3:forces:R:3
C 1.115884 0.128853 -2.400318 1.379 3.365 -2.845
C 0.416884 -0.022147 -1.127318 -1.530 -4.122 0.291
C 1.274884 0.216853 0.010682 -1.402 -5.052 4.637
C 0.594884 0.346853 1.353682 -0.985 3.862 2.269
C -0.388116 1.552853 1.304682 -2.288 -1.783 0.181
C -1.515116 1.325853 0.190682 0.105 1.405 4.214
N -0.853116 0.773853 -1.024318 -1.846 3.075 -3.781
O -1.348116 1.190853 -2.078318 1.636 -1.547 2.630
C -2.205116 2.753853 0.083682 2.467 -0.834 -2.271
C -2.490116 0.321853 0.719682 -5.802 -3.752 -1.541
C 0.000884 -1.543147 -1.066318 -5.967 2.713 -0.828
H 2.110884 -0.373147 -2.297318 -1.097 -0.079 -0.341
H 1.390884 1.233853 -2.346318 -0.100 -1.045 -0.627
H 0.634884 0.025853 -3.458318 0.476 -0.524 2.352
H 1.818884 1.000853 0.002682 3.635 5.908 -1.080
H 2.014884 -0.530147 0.391682 -0.748 -0.472 -2.177
H 1.238884 0.825853 2.155682 0.377 -0.925 -1.210
H 0.156884 -0.417147 1.960682 -0.459 -1.354 -0.612
H 0.149884 2.470853 1.019682 -0.220 -0.114 0.711
H -1.107116 1.548853 2.254682 2.177 0.731 -1.682
H -2.281116 3.481853 0.834682 -0.486 -0.642 3.263
H -3.182116 2.764853 -0.361318 0.079 0.093 -1.219
H -1.336116 3.399853 -0.221318 -0.922 -0.387 -2.010
H -2.263116 -0.827147 0.740682 0.440 2.279 0.493
H -3.431116 0.188853 -0.089318 2.408 0.678 1.350
H -3.275116 0.556853 1.592682 2.713 0.091 -1.418
H -0.988116 -1.601147 -1.708318 1.895 -0.174 0.802
H -0.338116 -1.909147 -0.138318 0.021 -0.110 1.518
H 0.653884 -2.185147 -1.472318 2.907 -1.909 -1.545
N 4.194884 -2.616147 2.210682 1.234 10.980 -6.126
C 4.810884 -2.752147 1.009682 1.397 2.139 -3.194
C 4.618884 -1.445147 0.172682 -0.734 -0.571 4.185
C 3.928884 -0.546147 1.149682 -0.463 -1.934 2.349
C 3.618884 -1.281147 2.438682 4.436 -1.502 -7.716
H 4.059884 -3.176147 2.858682 -0.992 -7.355 7.139
H 5.152884 -3.807147 0.675682 -0.380 2.304 0.665
H 4.835884 -1.022147 -0.888318 -0.047 -1.653 2.065
H 3.550884 0.529853 1.003682 1.127 -1.962 0.103
H 3.002884 -1.197147 3.234682 -1.662 0.812 2.346
N 4.712884 3.326853 -0.135318 -3.275 -0.807 -3.019
C 4.952884 2.198853 -0.921318 -1.007 -0.333 -0.405
C 3.800884 2.021853 -1.806318 0.264 3.087 0.929
C 2.934884 3.300853 -1.715318 4.998 -1.612 5.557
C 3.510884 3.977853 -0.511318 0.060 0.316 -1.318
H 5.361884 3.739853 0.460682 1.116 0.569 1.043
H 5.981884 1.686853 -0.698318 -2.546 0.563 -0.832
H 3.404884 1.219853 -2.461318 1.477 0.532 0.512
H 2.037884 3.532853 -2.206318 -0.951 0.195 -0.495
H 3.269884 4.962853 0.121682 0.308 -2.566 -2.009
N -0.688116 -1.640147 5.238682 0.175 4.454 2.109
C -1.291116 -2.376147 4.391682 -4.464 -5.086 -3.905
C -2.480116 -1.640147 3.901682 0.610 0.708 -0.637
C -2.338116 -0.293147 4.429682 1.946 -2.961 1.329
C -1.255116 -0.367147 5.359682 -2.242 -2.631 -4.667
H -0.018116 -1.881147 5.907682 1.113 -0.858 0.656
H -0.985116 -3.563147 4.281682 -0.982 3.513 0.128
H -3.442116 -1.791147 3.211682 2.879 -0.580 1.321
H -2.966116 0.499853 4.094682 -0.232 0.576 0.500
H -0.986116 0.135853 6.164682 1.269 2.836 3.061
N 1.152884 4.323853 2.946682 -1.197 -3.756 2.294
C 0.183884 4.256853 3.963682 1.554 -1.873 1.448
C 0.456884 3.056853 4.792682 2.212 0.485 -1.637
C 1.759884 2.377853 4.142682 -3.912 4.469 -2.638
C 1.955884 3.190853 2.876682 1.939 -0.806 2.550
H 1.226884 5.179853 2.496682 0.407 1.116 -1.591
H -0.493116 5.177853 4.021682 0.973 -2.026 0.345
H -0.018116 2.673853 5.807682 0.906 1.162 -2.635
H 2.227884 1.440853 4.424682 -0.141 0.257 -0.138
H 2.850884 3.125853 2.055682 -2.526 0.188 2.266
N -4.239116 -4.706147 1.547682 1.854 2.483 -4.848
C -4.969116 -3.794147 0.927682 2.569 4.978 -3.973
C -3.989116 -3.157147 -0.183318 -0.856 -6.513 5.131
C -2.861116 -4.112147 -0.163318 -1.218 0.009 0.571
C -3.124116 -5.039147 0.869682 3.272 -2.045 -0.253
H -4.533116 -5.299147 2.155682 -2.734 -4.328 4.986
H -5.925116 -3.364147 1.250682 0.673 -0.495 0.125
H -4.139116 -2.325147 -0.752318 -0.609 1.948 -1.484
H -1.956116 -4.246147 -0.819318 -1.232 0.603 0.731
H -2.539116 -6.105147 1.188682 -1.670 3.542 -0.980
N 2.462884 -3.690147 0.544682 1.013 -0.322 0.124
C 1.331884 -4.194147 1.180682 0.367 -3.428 -8.475
C 0.683884 -5.072147 0.144682 5.638 1.742 -0.453
C 1.653884 -5.250147 -1.035318 0.965 2.903 3.628
C 2.796884 -4.315147 -0.669318 -4.071 -1.799 0.385
H 3.236884 -3.051147 1.026682 -3.662 -2.102 -1.854
H 0.828884 -3.814147 1.950682 -1.340 1.740 3.214
H -0.198116 -5.610147 0.220682 -1.510 -0.783 0.380
H 1.566884 -5.948147 -1.917318 0.134 1.098 1.262
H 3.736884 -4.071147 -1.187318 -0.794 -0.154 0.364
N 3.107884 -1.140147 -5.237318 3.395 -3.275 1.953
C 4.405884 -1.326147 -4.695318 -3.358 -4.200 3.566
C 4.269884 -2.524147 -3.716318 -1.982 0.782 -2.320
C 2.854884 -3.099147 -3.940318 2.331 5.525 -3.841
C 2.275884 -2.165147 -5.024318 2.696 -3.116 5.280
H 2.966884 -0.379147 -5.778318 -0.892 2.530 -2.300
H 5.207884 -0.726147 -5.036318 0.584 0.447 0.165
H 5.033884 -3.004147 -2.979318 -1.299 1.250 -1.830
H 2.285884 -3.933147 -3.578318 0.331 -0.172 0.363
H 1.272884 -2.217147 -5.252318 -1.899 0.380 -0.964
N -2.332116 -2.829147 -5.242318 1.241 -3.374 -2.652
C -2.124116 -1.792147 -6.150318 0.074 2.733 3.452
C -2.242116 -0.555147 -5.328318 -1.491 -2.872 -0.060
C -2.680116 -1.048147 -3.940318 0.367 -1.334 -1.795
C -2.738116 -2.528147 -3.999318 0.892 4.426 1.443
H -1.965116 -3.814147 -5.486318 -1.285 2.213 0.501
H -1.840116 -1.938147 -7.214318 -0.310 -0.033 1.221
H -2.285116 0.491853 -5.793318 0.194 -1.779 1.137
H -2.917116 -0.437147 -3.016318 0.173 -0.809 -1.526
H -2.848116 -3.235147 -3.121318 0.086 0.796 -1.647
N -6.824116 -0.396147 -0.731318 -0.544 -0.156 -0.207
C -6.077116 -0.053147 -1.889318 0.386 6.088 6.278
C -5.506116 1.282853 -1.676318 -1.387 -2.156 2.653
C -5.892116 1.598853 -0.218318 -1.791 -3.490 -3.969
C -6.815116 0.609853 0.196682 2.865 1.055 -1.556
H -7.411116 -1.202147 -0.395318 1.221 0.787 -1.835
H -6.009116 -0.491147 -2.747318 -0.026 -3.397 -4.611
H -4.899116 1.952853 -2.393318 -1.150 -1.542 1.334
H -5.757116 2.487853 0.242682 0.529 2.603 1.413
H -7.413116 0.480853 1.070682 -0.004 0.187 0.493
N 1.525884 7.240853 2.289682 -3.142 0.357 3.485
C 0.102884 6.920853 2.261682 1.390 -0.666 -6.016
C -0.155116 6.465853 0.850682 5.707 1.468 2.282
C 1.213884 6.523853 0.140682 -0.331 -0.133 2.130
C 2.187884 6.918853 1.188682 -2.731 -0.826 -3.912
H 1.971884 7.660853 3.145682 -0.704 -0.848 -1.456
H -0.701116 7.031853 2.962682 0.605 0.508 0.689
H -0.951116 5.912853 0.410682 -0.854 0.290 0.056
H 1.447884 6.251853 -0.986318 -0.506 0.528 2.843
H 3.256884 6.921853 1.196682 0.312 0.382 -0.283
```
Forces are in eV/Å.

Mulliken population analysis, charges in e, atoms 1 to 4: number 1, C, carries -1.16; number 2, C, carries 2.06; number 3, C, carries 1.08; number 4, C, carries 0.22

***

ORCA calculation (ωB97M-V/def2-TZVPD) on a molecular structure, C10H12N2OPtS.

Its total charge is +2. Its spin multiplicity is 1.

Structure (XYZ):
```
27
Properties=species:S:1:pos:R:3:forces:R:3
C 3.400663 -0.829313 0.839794 0.605 -0.461 -0.335
C 3.461387 -1.181580 -0.688831 -0.039 0.186 0.458
C 2.604652 -0.267077 -1.585292 1.609 -0.734 -0.688
O 1.181574 -0.507467 -1.419840 -0.058 1.144 0.231
C 0.520818 0.658382 -1.069946 -0.510 -1.200 1.142
C -0.833241 0.391591 -0.464235 0.095 0.802 -0.243
C -1.505480 -0.899546 -0.576141 -0.588 0.167 0.485
C -2.737513 -1.080217 0.001346 0.625 0.456 0.005
C -3.324634 0.064104 0.749744 -0.751 1.422 1.035
N -4.450537 0.139450 1.404685 0.173 -0.463 -0.503
S -4.619627 1.698935 2.047455 -0.311 0.183 -0.037
N -3.248441 2.413047 1.566652 -1.944 -2.453 0.514
C -2.645284 1.385696 0.865994 2.702 -0.115 -1.287
C -1.421923 1.543680 0.255937 -0.249 -0.526 -0.316
H 2.660559 -0.046979 1.091244 0.155 -0.512 -0.042
H 4.390847 -0.453692 1.159997 -0.578 -0.038 -0.107
H 3.242600 -1.760969 1.416462 -0.241 0.713 -0.118
H 4.517242 -1.058064 -1.005011 -0.656 -0.057 -0.124
H 3.212742 -2.247304 -0.855552 -0.018 0.603 -0.019
H 2.852330 -0.478757 -2.643346 -0.293 0.112 0.467
H 2.909820 0.781396 -1.395168 -0.621 -0.334 0.023
H 1.094733 1.184900 -0.256596 -0.330 0.085 -0.474
H 0.393618 1.392686 -1.911446 -0.048 -0.145 0.378
H -1.035538 -1.738483 -1.107857 -0.020 0.645 0.194
H -3.278286 -2.033385 -0.059614 0.172 0.501 0.070
H -0.889459 2.506706 0.318178 -0.185 -0.620 -0.110
Pt -6.453622 0.422260 3.321386 1.303 0.639 -0.599
```
Forces are in eV/Å.

natural (NBO) population analysis, charges in e, atoms 1 to 4: number 1, C, carries -0.62; number 2, C, carries -0.43; number 3, C, carries -0.08; number 4, O, carries -0.50

***

ORCA calculation (ωB97M-V/def2-TZVPD) on a molecular structure, C17H34N4P2Sc.

The energy above the lowest of the compared OMol25 structures with the same formula, charge and spin is 17.8 kJ/mol. Its total charge is +3. Its spin multiplicity is 1.

Structure (XYZ):
```
58
Properties=species:S:1:pos:R:3:forces:R:3
Sc 0.022942 0.177293 -0.163788 -0.864 -0.441 -0.103
C -1.053310 -2.752309 0.104962 -0.030 0.037 0.127
C 0.049745 -2.827635 -0.922256 0.056 0.046 -0.109
N 0.126262 -1.587887 -1.752574 0.069 0.140 0.201
C -0.906318 -1.504910 -2.812278 0.061 -0.032 0.008
C -2.143150 -0.810924 -2.330267 0.022 0.059 0.039
C -3.360135 -1.011378 -2.944570 -0.124 -0.026 -0.070
C -4.471437 -0.331593 -2.467724 -0.053 -0.017 -0.023
C -4.332345 0.506959 -1.370751 -0.127 -0.018 -0.068
C -3.085750 0.661659 -0.806347 0.075 -0.017 -0.043
C -2.876532 1.572990 0.364414 0.067 -0.009 0.072
N -1.672294 1.203206 1.147062 0.172 -0.167 -0.055
C -1.927577 0.229411 2.251042 -0.017 0.180 0.010
C -2.078220 -1.176859 1.731482 0.045 -0.121 -0.069
N -0.829238 -1.589260 1.020598 0.082 0.158 -0.154
N -1.995693 0.027657 -1.286158 0.446 0.150 0.252
H -2.024961 -2.619458 -0.367112 -0.026 0.008 -0.031
H -1.094079 -3.682947 0.671519 -0.024 -0.021 0.015
H 1.009537 -2.939330 -0.415114 0.030 -0.020 -0.019
H -0.084705 -3.706127 -1.555322 -0.027 -0.029 -0.023
H 1.014798 -1.632667 -2.242160 0.029 0.046 0.070
H -0.483692 -0.941396 -3.645981 -0.008 0.021 -0.050
H -1.151480 -2.497331 -3.194277 -0.007 -0.029 -0.023
H -3.439351 -1.694426 -3.780810 -0.015 0.020 0.017
H -5.439914 -0.469249 -2.932949 0.028 0.003 0.011
H -5.184615 1.030364 -0.956315 0.010 -0.017 -0.021
H -2.734383 2.591510 -0.001251 -0.016 0.045 -0.026
H -3.763029 1.587817 1.000395 -0.038 -0.002 0.016
H -1.375140 2.058945 1.604085 0.101 -0.041 -0.012
H -1.074330 0.285166 2.931604 0.009 0.011 0.039
H -2.812084 0.516899 2.821329 -0.043 0.016 0.019
H -2.300242 -1.859379 2.552154 0.000 -0.023 0.014
H -2.900878 -1.247101 1.021768 -0.029 0.007 -0.009
H -0.172692 -1.898678 1.738459 0.038 0.011 -0.018
C 3.584015 -0.755470 -1.978871 -0.052 0.026 0.024
P 2.792529 -0.373637 -0.387383 -0.163 0.139 0.122
C 3.331319 -1.736285 0.699283 0.009 0.015 -0.011
C 3.725549 1.070162 0.231922 0.069 -0.057 -0.040
C 3.127948 1.605566 1.528531 -0.001 0.093 0.037
P 1.408780 2.164522 1.274684 0.014 -0.111 -0.186
C 1.571852 3.738118 0.370516 -0.023 -0.060 0.014
C 0.866292 2.680225 2.932636 0.019 -0.029 -0.038
H 4.660222 -0.828292 -1.812061 0.017 -0.028 -0.081
H 3.394086 0.028780 -2.712461 0.018 0.000 0.018
H 3.242946 -1.710658 -2.382277 0.028 -0.010 0.021
H 4.408632 -1.657005 0.852961 0.022 -0.054 0.015
H 3.129089 -2.697682 0.226639 0.014 -0.009 0.019
H 2.840717 -1.715559 1.672532 0.012 0.027 0.012
H 3.730074 1.831788 -0.551628 0.005 0.030 0.008
H 4.763186 0.763808 0.376951 0.045 0.034 0.012
H 3.707319 2.449166 1.909683 0.054 -0.007 0.000
H 3.129221 0.844501 2.313122 0.014 -0.017 0.008
H 2.276260 4.376075 0.906678 -0.002 0.051 -0.024
H 0.610615 4.250502 0.319907 -0.009 0.000 0.004
H 1.932526 3.590502 -0.647118 0.020 -0.012 0.005
H 1.595627 3.397397 3.313484 -0.039 0.017 0.068
H 0.819520 1.835745 3.620021 0.018 0.001 0.005
H -0.104037 3.178702 2.909380 0.020 0.034 0.005
```
Forces are in eV/Å.

natural (NBO) population analysis, charges in e, atoms 1 to 4: number 1, Sc, carries 1.91; number 2, C, carries -0.24; number 3, C, carries -0.24; number 4, N, carries -0.71

***

How do the records compare in orbital gap? In the order shown, they have 4.8, 4.0, 8.8 eV.
How do the records compare in E_LUMO? In the order shown, they have -4.88, -12.10, -9.75 eV.